# 1
A molecular structure, C24H50ClFP2PtSi2 at a distorted geometry. Source: the OMol25 dataset; level of theory: ωB97M-V/def2-TZVPD.

Values from the calculation:
2S+1   5
Energy relative to the best compared isomer or geometry (same formula, charge and spin)   0.0 kJ/mol
LUMO energy (spin up / spin down)   0.658 / -2.290 eV

Positions of all 81 atoms, in Å:
1 Si 1.97 2.64 -1.70
2 H -0.61 -1.62 -2.89
3 H 0.34 3.85 -3.18
4 C -0.09 -4.11 2.97
5 H -1.91 -2.96 2.67
6 H 1.95 -4.31 -3.19
7 H -3.39 -4.14 -0.87
8 H 1.66 4.91 -2.60
9 H -1.90 3.38 2.11
10 H -1.03 -3.12 -1.31
11 H 4.16 3.72 -1.55
12 C 1.21 2.76 0.04
13 H -3.55 0.88 -0.03
14 H 1.79 2.08 0.68
15 H 0.99 -3.92 3.04
16 H -3.54 -0.88 0.13
17 C -0.37 -1.77 3.65
18 H -0.35 -2.24 4.64
19 H -1.60 -5.18 0.90
20 H -0.08 5.04 -0.92
21 H -0.25 -4.96 2.30
22 C -0.81 -2.82 2.61
23 H -0.61 1.09 -3.13
24 H 4.17 -3.92 -0.87
25 H -3.26 2.18 -1.41
26 F 0.87 0.11 1.36
27 P -0.56 2.35 0.44
28 H -0.08 -5.13 -0.03
29 C -1.45 -3.40 -0.33
30 C -2.97 -0.02 -0.26
31 C -0.37 2.38 3.28
32 H -1.08 -0.94 3.67
33 C 2.21 -0.16 -1.87
34 C 0.21 -0.95 -2.65
35 C -1.14 4.79 -0.89
36 H 4.28 -2.58 -2.04
37 C 1.44 0.96 -2.26
38 H 3.19 -0.12 -1.40
39 Cl -2.72 0.23 2.49
40 H 1.44 -3.67 1.01
41 H -1.60 -5.48 -0.84
42 Pt -1.16 0.06 0.67
43 Si 1.98 -2.90 -1.21
44 H 0.63 1.96 3.12
45 H -0.42 5.02 3.15
46 C -2.96 3.13 -0.95
47 H -1.60 5.25 -1.78
48 H -2.79 -0.13 -1.34
49 C -2.97 -3.24 -0.39
50 H 1.79 -1.93 1.04
51 H -0.24 5.28 1.41
52 C 3.83 -2.90 -1.09
53 C 1.21 -2.71 0.52
54 H 1.45 3.79 0.36
55 H 4.21 2.18 -0.68
56 H 0.99 4.39 2.32
57 C 1.42 -4.35 -2.23
58 C -0.08 4.56 2.22
59 H -1.07 1.56 3.46
60 H 4.20 -2.25 -0.28
61 H 0.63 -1.39 3.42
62 H -3.39 3.92 -1.58
63 C -1.45 3.29 -0.92
64 H -3.26 -2.39 -1.00
65 H 0.34 -4.37 -2.43
66 H -3.40 -3.14 0.61
67 H -0.34 3.01 4.18
68 C 0.20 0.47 -2.77
69 C -1.14 -4.87 -0.05
70 H 1.71 -5.28 -1.73
71 H -0.43 -4.40 3.97
72 H -1.03 2.84 -1.83
73 C 1.45 -1.34 -2.06
74 H 1.97 3.72 -3.88
75 H -3.39 3.19 0.05
76 C 3.83 2.67 -1.59
77 C -0.81 3.22 2.08
78 H 4.28 2.20 -2.47
79 P -0.56 -2.24 0.84
80 H -1.60 5.26 -0.01
81 C 1.41 3.90 -2.95

***

# 2
A molecular structure, C13H30B2Be2Cl4F4N3O15P2 at a distorted geometry. Source: the OMol25 dataset; level of theory: ωB97M-V/def2-TZVPD.

Values from the calculation:
LUMO energy   -3.213 eV
Charge   -1

Positions of all 75 atoms, in Å:
1 H -2.13 -0.95 -2.53
2 H 3.64 -1.45 2.46
3 Be 8.07 -4.54 3.72
4 O 3.16 -2.15 3.02
5 H -3.22 5.07 -1.10
6 H 2.01 4.55 1.00
7 P -2.98 2.78 -0.28
8 H 0.43 -4.09 -1.28
9 C -1.33 1.75 -2.54
10 Be 5.23 -2.82 1.80
11 B -0.50 -8.56 -1.81
12 O -1.42 1.69 1.89
13 H 1.94 -4.74 -1.61
14 H 0.67 -0.23 0.19
15 C 1.07 5.11 -0.95
16 O 4.20 -0.04 1.58
17 N 0.95 -4.79 -1.84
18 H -6.59 3.81 0.33
19 N -3.38 3.67 1.21
20 H -5.51 1.25 -1.71
21 F -0.77 -7.36 -1.09
22 H -4.21 3.25 1.65
23 H -3.52 4.67 1.08
24 Cl 3.36 3.96 -3.11
25 C -1.57 -2.65 -0.33
26 H 0.43 0.74 -1.64
27 C 6.08 -4.28 5.28
28 C -0.08 -1.92 1.45
29 C -1.21 5.19 -0.35
30 C -2.30 4.38 -1.09
31 H 0.20 0.43 -3.37
32 H 3.11 -1.87 3.96
33 B -1.30 2.25 0.56
34 O -5.90 4.35 -0.12
35 O 4.94 -3.94 5.70
36 F -0.26 -9.62 -0.90
37 O -0.18 5.71 -1.21
38 C -2.72 1.70 -1.84
39 C 2.02 5.40 0.26
40 H 3.60 -3.04 2.92
41 C -1.13 -2.97 1.06
42 H -1.33 2.49 2.46
43 O -1.14 5.56 0.80
44 O 7.05 -4.68 5.98
45 Cl -3.87 1.03 0.71
46 O 2.71 0.09 -0.27
47 H 0.58 2.72 0.82
48 O 4.25 1.83 0.13
49 H -0.51 -1.63 -2.89
50 H -3.50 2.06 -2.61
51 H -2.03 4.30 -2.17
52 O -6.00 2.02 -1.37
53 H -1.50 1.88 -3.66
54 H 3.07 5.41 -0.16
55 C -1.05 -0.90 -2.20
56 H 0.52 -1.80 2.38
57 C -0.37 0.50 -2.40
58 Cl 3.39 0.86 0.75
59 O 2.42 1.53 1.58
60 O 6.16 -4.16 3.99
61 H -3.10 0.66 -1.59
62 H -1.46 -3.82 1.69
63 H -2.30 -3.21 -0.97
64 P -4.99 3.34 -1.11
65 F -1.61 -8.88 -2.63
66 O 1.43 4.24 -1.74
67 N -0.88 -1.48 -0.84
68 O 0.02 2.37 0.10
69 H 0.81 -4.61 -2.83
70 H -0.67 2.65 -2.29
71 H 0.60 -5.73 -1.61
72 H 1.82 6.40 0.73
73 Cl -2.04 -1.28 3.22
74 C -0.05 -1.10 0.20
75 F 0.66 -8.36 -2.63

***

# 3
A molecular structure, C20H32IrN5O5S3. Source: the OMol25 dataset; level of theory: ωB97M-V/def2-TZVPD.

Values from the calculation:
2S+1   2
Energy relative to the best compared isomer or geometry (same formula, charge and spin)   157.8 kJ/mol
LUMO energy (spin up / spin down)   -3.899 / -5.268 eV
Charge   +1

Positions of all 66 atoms, in Å:
1 H -3.01 0.56 -5.44
2 S -0.54 -2.32 -2.55
3 O -0.29 1.07 1.68
4 O 2.07 1.75 1.37
5 C 4.40 -1.82 4.62
6 C -1.08 -1.60 -3.94
7 H -0.63 1.20 -1.63
8 H 4.77 -2.61 6.57
9 C 2.14 3.01 -1.99
10 H 0.78 0.41 -3.82
11 N -1.96 -0.58 -4.01
12 S 0.96 1.81 2.29
13 H -0.37 3.53 3.14
14 H 1.36 -0.22 -1.55
15 H 1.77 3.83 -1.37
16 C 3.44 -1.57 3.65
17 C 1.00 2.17 -2.54
18 H 2.73 3.43 -2.81
19 C -2.30 -1.79 2.24
20 C -1.73 -0.96 -6.32
21 H -3.84 0.29 -1.65
22 H -2.60 -1.93 4.33
23 H 1.80 1.69 -4.49
24 C 1.11 -1.63 2.87
25 H -2.62 -1.55 -6.56
26 H -4.88 0.24 -0.21
27 H 2.83 2.42 -1.38
28 O 1.17 1.34 3.63
29 C 1.74 -2.53 5.09
30 C -0.05 3.08 -3.18
31 H 2.43 0.66 -3.23
32 O 1.48 -1.15 1.74
33 Ir -0.11 -0.58 0.65
34 H 1.78 0.82 -0.30
35 N -0.97 -1.54 2.14
36 N 1.00 0.42 -0.84
37 C 2.70 -2.77 6.05
38 S -0.51 -2.02 -5.52
39 H 0.40 3.68 -3.97
40 H -0.47 3.75 -2.43
41 H 1.19 4.10 2.48
42 C -3.16 -1.35 1.25
43 C 1.53 1.17 -3.57
44 H 5.43 -1.55 4.45
45 H -4.57 -1.23 -1.11
46 C 2.11 -1.93 3.88
47 H -2.27 -3.46 3.56
48 N 0.30 1.52 -1.42
49 N -0.19 -1.90 3.14
50 H -4.20 -1.61 1.41
51 C 4.03 -2.42 5.82
52 H 3.71 -1.09 2.72
53 O -1.83 -0.12 -0.33
54 H 2.42 -3.24 6.99
55 C -2.93 -0.58 0.07
56 H -0.14 3.66 1.36
57 H -3.86 -2.71 3.35
58 C -2.80 -2.52 3.44
59 C 0.33 3.45 2.32
60 H -2.12 -0.08 -3.14
61 H 0.71 -2.79 5.26
62 C -2.03 0.12 -5.29
63 C -4.12 -0.29 -0.78
64 H -0.86 2.50 -3.62
65 H -1.32 -0.54 -7.24
66 H -1.27 0.91 -5.33